Model a:
18
Properties=species:S:1:pos:R:3:mulliken_charge:R:1 method="wB97M-V/def2-TZVPD" homo_energy_ev=-13.98 lumo_ev=-3.014 total_charge=+1 gap_ev=10.97
C 1.42 -0.40 -2.31 -1.121
C 0.90 -0.33 -0.88 0.000
C 0.91 -1.37 0.00 -0.280
N 0.58 -1.20 1.40 -0.134
H 0.67 0.01 -3.04 0.313
H 2.35 0.29 -2.46 0.282
H 1.60 -1.43 -2.65 0.330
H 0.42 0.67 -0.63 0.279
H 1.17 -2.43 -0.22 0.346
H 1.37 -1.40 1.98 0.400
H 0.27 -0.22 1.64 0.234
H -0.17 -1.83 1.62 0.377
H -1.28 1.43 1.15 0.380
H -0.32 2.05 2.29 0.326
O -0.42 1.28 1.70 -0.715
H -3.55 0.89 0.21 0.315
H -3.14 2.45 -0.09 0.343
O -2.80 1.54 0.28 -0.675


Model b:
18
Properties=species:S:1:pos:R:3:mulliken_charge:R:1 method="wB97M-V/def2-TZVPD" homo_energy_ev=-14.68 lumo_ev=-3.353 total_charge=+1 gap_ev=11.32
O -0.07 -0.81 -1.34 -0.566
C 0.33 0.50 -1.35 -0.350
C 0.31 0.93 0.06 -0.706
N 0.32 -0.21 1.06 -0.160
C 1.53 -0.90 1.37 -1.025
H -0.95 -1.14 -1.62 0.332
H 1.41 0.29 -1.69 0.336
H -0.28 1.28 -1.96 0.273
H -0.56 1.53 0.28 0.459
H 1.13 1.65 0.18 0.383
H -0.38 -1.04 0.71 0.441
H -0.14 0.09 1.92 0.416
H 2.17 -1.09 0.54 0.341
H 1.28 -1.97 1.70 0.336
H 2.02 -0.52 2.11 0.463
H -2.48 0.62 -1.43 0.320
H -3.28 0.33 -0.05 0.298
O -2.35 0.45 -0.48 -0.591


Model c:
18
Properties=species:S:1:pos:R:3:mulliken_charge:R:1 method="wB97M-V/def2-TZVPD" homo_energy_ev=-15.08 lumo_ev=-3.290 total_charge=+1 gap_ev=11.79
C 0.79 0.22 -0.35 -0.760
C 0.46 -1.21 0.08 0.444
C 1.22 -1.73 1.27 -1.439
O -0.95 -1.31 0.25 -0.560
N -0.22 0.63 -1.40 -0.242
H 0.58 0.92 0.47 0.316
H 1.78 0.43 -0.72 0.398
H 0.67 -1.84 -0.77 0.298
H 2.23 -2.02 1.02 0.405
H 0.73 -2.62 1.66 0.360
H 1.31 -1.01 2.09 0.370
H -1.21 -0.87 1.08 0.352
H -0.16 0.03 -2.23 0.341
H 0.04 1.56 -1.73 0.359
H -1.16 0.60 -1.01 0.342
H -1.68 3.29 0.54 0.299
H -2.69 2.50 -0.25 0.306
O -1.76 2.47 0.03 -0.589


Most favorable first, least favorable last: model c, model a, model b


Model a:
16
Properties=species:S:1:pos:R:3:mulliken_charge:R:1 method="wB97M-V/def2-TZVPD" homo_energy_ev=-10.31 lumo_ev=0.767 total_charge=0 gap_ev=11.07
C -1.24 -1.54 -0.35 -0.878
C -0.73 -2.06 0.96 0.153
O -0.55 -1.43 1.97 -0.495
H -1.93 -2.22 -0.85 0.349
H -1.70 -0.56 -0.36 0.271
H -0.42 -1.56 -1.07 0.247
H -0.57 -3.16 0.99 0.307
O 0.26 1.40 2.16 -0.655
H -0.01 0.52 2.50 0.378
H 0.44 2.00 2.86 0.286
O 1.50 2.10 -0.32 -0.623
H 1.22 1.60 0.46 0.386
H 1.34 2.99 -0.03 0.277
O 0.61 0.31 -3.08 -0.646
H 0.25 1.03 -2.54 0.325
H 1.53 0.58 -3.29 0.318


Model b:
16
Properties=species:S:1:pos:R:3:mulliken_charge:R:1 method="wB97M-V/def2-TZVPD" homo_energy_ev=-10.23 lumo_ev=0.609 total_charge=0 gap_ev=10.84
C -1.59 0.02 -1.39 -0.412
C -2.64 0.02 -0.30 0.092
O -2.65 -0.68 0.68 -0.463
H -1.61 -0.86 -2.02 0.266
H -1.71 0.95 -1.94 0.289
H -0.65 0.07 -0.83 -0.080
H -3.49 0.71 -0.51 0.316
O 0.65 0.00 2.15 -0.666
H 0.38 0.87 2.41 0.334
H -0.06 -0.44 1.67 0.302
O 2.41 1.55 0.50 -0.648
H 1.55 1.46 0.07 0.300
H 2.33 1.00 1.28 0.355
O 2.01 -1.53 -0.64 -0.608
H 2.62 -0.81 -0.68 0.326
H 2.46 -2.34 -0.46 0.297


Model c:
16
Properties=species:S:1:pos:R:3:mulliken_charge:R:1 method="wB97M-V/def2-TZVPD" homo_energy_ev=-9.30 lumo_ev=0.327 total_charge=0 gap_ev=9.63
C -1.54 2.01 1.61 -0.692
C -0.71 1.02 2.12 -0.018
O 0.45 1.34 2.78 -0.464
H -2.55 1.68 1.27 0.215
H -1.26 3.05 1.26 0.251
H -0.79 -0.03 2.03 0.398
H 0.44 2.31 2.82 0.300
O 1.94 0.64 -0.16 -0.601
H 1.55 1.41 0.20 0.304
H 2.17 0.01 0.54 0.310
O 1.25 -3.20 -1.91 -0.625
H 0.65 -3.32 -2.66 0.339
H 0.62 -3.14 -1.21 0.296
O -0.87 -1.43 -3.29 -0.648
H -0.42 -0.56 -3.02 0.352
H -0.94 -1.79 -2.38 0.284


Most favorable first, least favorable last: model a, model b, model c


Model a:
16
Properties=species:S:1:pos:R:3:mulliken_charge:R:1 method="wB97M-V/def2-TZVPD" homo_energy_ev=-10.25 lumo_ev=0.700 total_charge=0 gap_ev=10.95
C -1.06 0.58 -0.99 -0.603
C -2.40 -0.22 -0.90 0.107
O -2.53 -1.41 -0.87 -0.497
H -0.19 -0.04 -0.70 0.023
H -0.94 0.80 -2.10 0.272
H -1.19 1.51 -0.45 0.328
H -3.23 0.43 -0.83 0.408
O 0.09 -2.22 0.23 -0.700
H -0.16 -2.24 -0.70 0.307
H -0.77 -2.48 0.64 0.318
O 1.80 -0.29 1.22 -0.668
H 2.72 -0.60 1.61 0.328
H 1.36 -1.09 0.93 0.364
O 2.05 2.75 0.75 -0.652
H 2.60 2.68 1.60 0.309
H 1.86 1.84 0.56 0.356


Model b:
16
Properties=species:S:1:pos:R:3:mulliken_charge:R:1 method="wB97M-V/def2-TZVPD" homo_energy_ev=-8.42 lumo_ev=0.573 total_charge=0 gap_ev=8.99
C -2.64 0.36 -1.42 -0.671
C -1.42 0.00 -1.00 0.114
O -1.04 -0.58 0.19 -0.502
H -2.86 0.25 -2.47 0.229
H -3.39 0.81 -0.78 0.230
H -0.64 0.18 -1.74 0.283
H -0.30 -1.15 -0.07 0.379
O 1.23 -1.11 -1.42 -0.686
H 1.61 -0.43 -0.84 0.381
H 1.93 -1.38 -2.02 0.274
O 0.34 1.10 2.39 -0.683
H 0.09 1.96 2.00 0.321
H -0.49 0.65 2.60 0.316
O 2.49 0.19 0.72 -0.703
H 3.05 -0.42 1.20 0.337
H 1.64 0.22 1.22 0.380


Most favorable first, least favorable last: model a, model b


Model a:
10
Properties=species:S:1:pos:R:3:mulliken_charge:R:1 method="wB97M-V/def2-TZVPD" homo_energy_ev=-8.86 lumo_ev=-0.512 total_charge=0 gap_ev=8.35
O -1.29 -1.49 0.77 -0.424
C -0.59 -1.87 -0.12 0.104
S 0.67 -0.96 -0.89 -0.054
C 0.66 0.37 0.33 -0.425
C 0.13 1.61 -0.30 -0.288
S -1.33 2.34 -0.04 -0.177
H -0.77 -2.86 -0.58 0.316
H 0.02 0.07 1.15 0.331
H 1.67 0.65 0.66 0.340
H 0.84 2.15 -0.98 0.279


Model b:
10
Properties=species:S:1:pos:R:3:mulliken_charge:R:1 method="wB97M-V/def2-TZVPD" homo_energy_ev="-9.26 / -9.31" lumo_ev="-1.725 / -1.685" total_charge=0 gap_ev="7.53 / 7.63"
C 0.74 -0.11 1.30 -0.273
C 0.90 -0.30 -0.17 -0.374
C -0.46 0.38 -0.23 0.251
O -0.51 0.58 1.12 -0.336
S 0.80 1.25 -1.08 -0.133
S -2.60 -0.51 -1.56 -0.208
H 0.62 -1.07 1.69 0.234
H 1.53 0.41 1.95 0.231
H 1.34 -1.12 -0.60 0.463
H -2.36 0.50 -2.43 0.145


Model c:
10
Properties=species:S:1:pos:R:3:mulliken_charge:R:1 method="wB97M-V/def2-TZVPD" homo_energy_ev="-7.93 / -7.48" lumo_ev="-0.299 / -0.970" total_charge=0 gap_ev="7.63 / 6.51"
C 1.20 -1.88 1.46 -0.157
C 1.27 -0.68 1.62 -0.193
C -1.73 0.92 -0.54 -0.434
O 1.39 0.84 -0.57 -0.320
S 1.20 0.93 0.83 0.144
S -0.46 1.23 -1.62 -0.016
H 1.45 -2.91 1.76 0.310
H -1.30 1.14 0.48 0.213
H -2.56 0.16 -0.68 0.271
H -0.46 0.25 -2.72 0.182


Model d:
10
Properties=species:S:1:pos:R:3:mulliken_charge:R:1 method="wB97M-V/def2-TZVPD" homo_energy_ev=-9.24 lumo_ev=-1.422 total_charge=0 gap_ev=7.81
C -1.19 -0.96 -1.16 -0.752
S -0.85 0.68 -0.47 -0.075
C 0.75 0.31 0.23 0.710
O 1.30 -0.75 0.03 -0.487
C 1.01 1.32 1.36 -0.388
S 2.22 1.01 2.38 -0.129
H -2.09 -0.87 -1.79 0.304
H -0.24 -1.28 -1.68 0.259
H -1.32 -1.67 -0.36 0.282
H 0.41 2.20 1.45 0.279


Most favorable first, least favorable last: model d, model a, model b, model c


Model a:
19
Properties=species:S:1:pos:R:3:mulliken_charge:R:1 method="wB97M-V/def2-TZVPD" homo_energy_ev=-8.73 lumo_ev=0.193 total_charge=0 gap_ev=8.93
N -0.02 -0.41 -1.37 -0.594
C -0.64 -0.27 -0.09 0.380
C 0.36 -0.33 1.10 -0.810
O 0.96 -1.62 1.20 -0.535
C -1.47 1.00 0.03 -0.530
C -2.91 0.79 -0.35 -0.085
O -3.36 1.20 -1.39 -0.460
H 0.52 -1.26 -1.44 0.225
H 0.41 0.41 -1.74 0.216
H -1.21 -1.18 0.16 0.211
H -0.17 -0.20 2.05 0.354
H 1.10 0.46 0.94 0.218
H 1.87 -1.50 0.90 0.358
H -1.43 1.33 1.07 0.349
H -1.07 1.83 -0.55 0.342
H -3.55 0.12 0.24 0.376
O 3.19 -0.27 -0.14 -0.588
H 3.69 0.46 0.25 0.291
H 3.74 -0.55 -0.89 0.282


Model b:
19
Properties=species:S:1:pos:R:3:mulliken_charge:R:1 method="wB97M-V/def2-TZVPD" homo_energy_ev=-8.69 lumo_ev=0.491 total_charge=0 gap_ev=9.18
C -1.09 -0.90 2.27 -0.914
N -1.21 -0.78 0.81 -0.271
C -0.04 -0.61 -0.10 0.782
C 1.00 -1.84 -0.21 -1.184
C 0.73 0.76 0.18 0.481
O 0.37 1.92 0.09 -0.565
O 2.18 0.74 0.31 -0.526
H -1.33 -1.85 2.75 0.295
H -1.81 -0.17 2.71 0.316
H -0.03 -0.97 2.63 0.280
H -2.06 -0.51 0.51 0.236
H -0.34 -0.57 -1.25 -0.242
H 0.86 -2.47 0.65 0.343
H 0.90 -2.20 -1.20 0.363
H 2.04 -1.37 -0.40 0.286
H 2.70 1.61 0.42 0.331
O -1.61 0.93 -2.81 -0.600
H -1.23 0.20 -3.35 0.310
H -2.44 0.66 -2.80 0.279


Model c:
19
Properties=species:S:1:pos:R:3:mulliken_charge:R:1 method="wB97M-V/def2-TZVPD" homo_energy_ev=-9.54 lumo_ev=0.923 total_charge=0 gap_ev=10.46
C -0.48 -1.48 0.86 -1.145
C 0.56 -0.84 0.01 0.905
O 1.66 -1.17 -0.26 -0.505
O 0.36 0.91 0.09 -0.568
C -0.39 1.54 1.10 -0.388
N 0.20 1.25 2.39 -0.501
H -0.42 -2.55 0.71 0.340
H -1.47 -1.12 0.58 0.288
H -0.28 -1.22 1.90 0.380
H -1.43 1.18 1.12 0.342
H -0.41 2.61 0.84 0.299
H -0.34 1.67 3.14 0.211
H 1.15 1.62 2.43 0.216
C 0.34 -0.59 -2.81 -0.647
O -0.44 -0.41 -1.64 -0.499
H 0.24 0.27 -3.47 0.273
H 1.40 -0.73 -2.56 0.304
H -0.02 -1.48 -3.33 0.218
H -0.23 0.55 -1.11 0.479


Most favorable first, least favorable last: model a, model c, model b